ORCA calculation (ωB97M-V with the def2-TZVPD basis set) on the molecule C5H5BrOS.

Each line ends with the Mulliken charge.
Atoms and positions in Å:
C (0.63434, 0.12522, 0.31348)  0.01
C (0.11330, 1.49733, 0.07269)  -0.56
C (2.09191, -0.38213, -0.48777)  -0.01
C (-0.70712, -0.84460, 0.12339)  -0.61
C (-1.93763, 0.05878, 0.33205)  -0.01
O (2.84066, 0.37564, -0.99285)  -0.41
S (-1.53610, 1.69152, -0.14677)  -0.04
Br (-3.59658, -0.60264, -0.25889)  -0.12
H (0.99652, -0.02092, 1.29306)  0.24
H (0.65502, 2.34627, 0.26347)  0.47
H (2.15797, -1.46587, -0.44437)  0.35
H (-0.91530, -1.06464, -0.92355)  0.38
H (-0.79699, -1.71396, 0.85607)  0.32

As for the lowest unoccupied orbital energy (spin up / spin down): -0.349 / -0.120 eV. For the gap between HOMO and LUMO (spin up / spin down), the calculation gives 7.1 / 7.7 eV. As for the HOMO energy (spin up / spin down): -7.47 / -7.78 eV. As for the net charge: 0.

ORCA calculation (ωB97M-V with the def2-TZVPD basis set) on a cluster of 4 separate species, C32H68F5I2N6O5 in total.

Each line ends with the Mulliken charge.
Atoms and positions in Å:
C (0.40530, -3.07134, 3.71099)  -1.28
C (-0.07695, -1.69620, 3.24112)  -0.06
C (-1.16754, -1.78461, 2.17663)  0.03
O (-0.68732, -1.68091, 0.82575)  -0.18
C (-0.53007, -0.37988, 0.39485)  -1.33
N (-1.90780, 0.11832, 0.03911)  -0.19
C (-1.89159, 0.26360, -1.30069)  -0.82
N (-2.91788, 0.09225, -2.08123)  0.15
N (-0.61623, 0.58917, -1.81814)  -0.52
O (-0.49176, 1.93148, -1.30354)  0.39
C (-0.89293, 2.85403, -2.33937)  -1.00
C (-1.58649, 4.07045, -1.73582)  0.29
C (-2.94781, 3.70383, -1.11849)  -1.29
C (-0.70954, 4.92014, -0.79623)  0.51
C (-0.47377, 4.33455, 0.60868)  -0.89
C (0.61611, 5.28077, -1.46136)  -1.74
C (0.28432, -0.33216, -0.98150)  1.85
C (1.69203, 0.29008, -1.00977)  -1.32
C (2.22842, 0.89377, 0.29475)  2.02
C (3.76952, 0.78764, 0.38103)  -1.68
C (4.52518, 1.98554, -0.12980)  0.73
F (4.07189, 2.35015, -1.36933)  -0.27
F (5.84211, 1.67302, -0.25911)  -0.35
C (4.44564, 3.25297, 0.79012)  0.80
F (5.62825, 3.85973, 0.91682)  -0.27
F (4.01592, 2.91152, 2.01552)  -0.28
F (3.56201, 4.13120, 0.29544)  -0.20
C (0.20164, -1.72376, -1.69011)  -0.92
I (-0.08510, -1.56889, -3.83898)  0.13
C (1.35832, -2.76189, -1.49889)  -0.43
C (2.50280, -2.75383, -2.52742)  -1.51
I (2.29176, -2.80987, 0.44764)  0.10
H (1.37596, -3.02514, 4.20256)  0.37
H (0.45123, -3.77944, 2.88346)  0.30
H (-0.31799, -3.46334, 4.42738)  0.26
H (0.75379, -1.07286, 2.90567)  0.02
H (-0.51719, -1.17988, 4.09913)  0.44
H (-1.65717, -2.75803, 2.23356)  -0.04
H (-1.94464, -1.03579, 2.35667)  0.33
H (-0.16137, 0.23597, 1.21473)  0.93
H (-2.28472, 0.90141, 0.55811)  0.42
H (-2.87644, 0.38489, -3.04676)  0.37
H (-3.77193, -0.32624, -1.74304)  0.34
H (-0.02355, 3.13242, -2.93956)  0.36
H (-1.59030, 2.35625, -3.01738)  0.30
H (-1.78239, 4.71631, -2.59880)  0.70
H (-3.01927, 3.99415, -0.06944)  0.39
H (-3.16537, 2.63442, -1.16881)  0.13
H (-3.76719, 4.21052, -1.63065)  0.35
H (-1.25401, 5.86255, -0.67601)  0.49
H (-1.13536, 3.49515, 0.83330)  0.17
H (-0.62826, 5.08299, 1.38626)  0.34
H (0.54576, 3.95552, 0.69930)  -0.07
H (1.16871, 5.99417, -0.85498)  0.48
H (1.24340, 4.39276, -1.57730)  0.22
H (0.45223, 5.68637, -2.46186)  0.36
H (2.37610, -0.51849, -1.25721)  -0.07
H (1.75632, 0.99462, -1.83897)  0.25
H (1.92942, 1.93815, 0.39646)  -0.78
H (1.85290, 0.33165, 1.14879)  -0.53
H (4.06211, 0.63501, 1.41990)  0.46
H (4.13253, -0.08037, -0.17099)  0.55
H (-0.71635, -2.21126, -1.37327)  0.82
H (0.86962, -3.73227, -1.56827)  0.74
H (2.79215, -1.75389, -2.84196)  0.36
H (3.38462, -3.22066, -2.09079)  0.42
H (2.23069, -3.35635, -3.39199)  0.48
C (3.57873, 5.78776, 3.41655)  -1.31
C (4.29005, 6.82672, 4.27563)  0.58
C (4.21754, 6.54285, 5.78088)  -0.81
O (2.96929, 6.83273, 6.37677)  -0.40
C (1.99082, 5.82081, 6.27596)  -0.61
N (3.77972, 8.15347, 3.92487)  -0.74
H (2.49546, 5.91625, 3.45203)  0.08
H (3.88040, 5.89367, 2.37495)  0.32
H (3.81410, 4.77322, 3.73946)  0.34
H (5.35141, 6.80483, 4.01038)  0.40
H (4.93664, 7.19261, 6.28464)  0.38
H (4.50592, 5.50507, 5.99734)  0.42
H (2.44340, 4.82510, 6.32919)  0.29
H (1.41007, 5.89917, 5.35214)  0.19
H (1.31048, 5.94120, 7.11815)  0.27
H (4.32499, 8.86736, 4.39767)  0.28
H (2.84593, 8.24382, 4.31498)  0.29
C (-3.59130, -7.99424, 3.75823)  -1.44
C (-3.76475, -6.65034, 3.05975)  0.25
C (-2.53315, -5.74050, 3.15128)  -0.41
O (-2.34792, -5.10911, 4.40253)  -0.36
C (-1.69154, -5.89359, 5.38463)  -0.79
N (-4.98193, -6.00840, 3.55841)  -0.71
H (-3.66667, -7.89530, 4.84089)  0.28
H (-4.37470, -8.68052, 3.44151)  0.36
H (-2.62628, -8.44547, 3.52078)  0.35
H (-3.91600, -6.84894, 1.99381)  0.42
H (-2.66447, -4.92567, 2.43117)  0.11
H (-1.62258, -6.28539, 2.86650)  0.42
H (-0.93373, -6.53988, 4.93257)  0.36
H (-2.39303, -6.50604, 5.95384)  0.28
H (-1.20210, -5.20760, 6.07546)  0.27
H (-5.17655, -5.16897, 3.02171)  0.27
H (-4.80589, -5.67871, 4.50302)  0.31
C (-1.04591, -4.62469, -7.45768)  -1.59
C (-1.62963, -3.34146, -6.87846)  0.79
C (-3.10417, -3.11030, -7.22898)  -0.77
O (-3.33473, -2.66057, -8.54398)  -0.39
C (-3.40008, -3.66874, -9.53811)  -0.64
N (-0.77761, -2.21328, -7.27647)  -0.64
H (-0.84575, -4.52808, -8.52442)  0.29
H (-0.09927, -4.85715, -6.97120)  0.36
H (-1.72127, -5.46902, -7.31092)  0.37
H (-1.58484, -3.42363, -5.78769)  0.15
H (-3.48492, -2.31291, -6.58218)  0.24
H (-3.69833, -4.01085, -7.02279)  0.47
H (-3.86060, -4.58015, -9.14595)  0.30
H (-2.41447, -3.91067, -9.94187)  0.23
H (-4.01739, -3.28393, -10.34771)  0.26
H (-1.10219, -1.36317, -6.82224)  0.21
H (-0.95367, -2.04156, -8.26296)  0.31

As for the lowest unoccupied orbital energy: -3.815 eV. For the gap between HOMO and LUMO, the calculation gives 6.7 eV. As for the HOMO energy: -10.54 eV. As for the net charge: +1.

ORCA calculation (ωB97M-V with the def2-TZVPD basis set) on the molecule C4H11NO2.

Each line ends with the Mulliken charge.
Atoms and positions in Å:
C (1.69507, -0.65735, 0.09122)  -1.67
C (0.31117, -0.27668, 0.66866)  0.45
C (-0.62728, -1.46999, 0.81874)  -0.51
O (-1.56666, -1.19877, 1.87147)  -0.50
N (-0.37595, 0.84243, -0.02761)  -0.25
C (-0.08690, 1.30214, -1.35431)  -0.34
O (-0.60641, 2.63681, -1.51764)  -0.53
H (2.28305, 0.19379, -0.24888)  0.42
H (2.21960, -1.23501, 0.84093)  0.45
H (1.57428, -1.31315, -0.79058)  0.35
H (0.60002, 0.12759, 1.64367)  0.12
H (0.03955, -2.28871, 1.08676)  0.34
H (-1.13604, -1.75310, -0.11034)  0.25
H (-1.83425, -0.29889, 1.80784)  0.32
H (-1.36490, 0.77824, 0.14213)  0.25
H (0.93046, 1.39129, -1.74432)  0.29
H (-0.58643, 0.62779, -2.07464)  0.28
H (-1.46839, 2.59157, -1.10313)  0.29

As for the lowest unoccupied orbital energy: 0.738 eV. For the gap between HOMO and LUMO, the calculation gives 9.6 eV. As for the HOMO energy: -8.89 eV. As for the net charge: 0.

Results for relative energy (zero: lowest compared OMol25 entry of this formula, charge and spin): 353.8, 0.0, 206.4 (in kJ/mol, following the order of the records).
Results for M: 193.07, 965.73, 105.14 (in g/mol, following the order of the records).